No. 1
Density functional theory data (ωB97M-V/def2-TZVPD) for the molecule C2H5NO2S.

```
! RIJCOSX wB97M-V def2-TZVPD def2/J DEFGRID3
* xyz 0 1
O 0.50665 -0.53342 1.54481
C 1.11536 -0.16330 0.36135
C 0.20580 -0.06706 -0.88083
S 1.02950 -0.19945 -2.34658
N -1.10984 0.21248 -0.79192
O -1.68996 0.48879 0.42699
H -0.10425 0.12938 1.84627
H 1.76725 0.66545 0.45007
H 1.94727 -0.90788 0.21705
H -1.64980 0.70822 -1.59029
H -2.01799 -0.33321 0.76308
*
```

Output
Relative energy (zero: lowest compared OMol25 entry of this formula, charge and spin) = 267.9 kJ/mol
Electronic energy = -682.53756 Eh
Structure (SMILES) = OCC(=S)NO
Highest occupied orbital energy = -0.3135 Eh

=====

No. 2
Density functional theory data (ωB97M-V/def2-TZVPD) for a cluster of 3 separate species, C2H5NO2S in total.

```
! RIJCOSX wB97M-V def2-TZVPD def2/J DEFGRID3
* xyz 0 1
O -4.65641 -0.92425 1.04566
C -4.52464 -0.19328 0.17582
S -4.27520 0.83249 -0.97148
C -0.87184 -1.36125 -0.04154
O -1.97897 -1.82298 -0.20088
H 0.07559 -1.96796 -0.09041
H -0.57136 -0.26632 0.05623
N -0.56261 2.20447 0.67988
H -1.44515 2.54140 0.28133
H 0.13931 2.85820 0.30821
H -0.60220 2.18703 1.73247
*
```

Output
Relative energy (zero: lowest compared OMol25 entry of this formula, charge and spin) = 72.9 kJ/mol
Electronic energy = -682.61183 Eh
Structure (SMILES) = O=C=S.C=O.N
Highest occupied orbital energy = -0.3570 Eh

=====

No. 3
Density functional theory data (ωB97M-V/def2-TZVPD) for a structure of composition C2H5NO2S.

```
! RIJCOSX wB97M-V def2-TZVPD def2/J DEFGRID3
* xyz 0 1
C -0.92465 -0.21626 -0.12942
C -0.01484 -1.30434 0.40492
N 0.05593 0.90356 -0.05168
O 2.40749 -0.36906 -0.59933
O -0.05290 2.30080 0.14988
S 1.33757 -0.02399 0.55130
H -1.04715 -0.26004 -1.19361
H -1.76266 0.05710 0.56214
H -0.30015 -1.78705 1.37094
H 0.08406 -2.02198 -0.38665
H 0.21731 2.72126 -0.67850
*
```

Output
Relative energy (zero: lowest compared OMol25 entry of this formula, charge and spin) = 435.3 kJ/mol
Electronic energy = -682.47378 Eh
Highest occupied orbital energy = -0.3321 Eh

=====

No. 4
Density functional theory data (ωB97M-V/def2-TZVPD) for the molecule C2H5NO2S.

```
! RIJCOSX wB97M-V def2-TZVPD def2/J DEFGRID3
* xyz 0 1
C 1.29109 -0.45005 -0.23520
C -0.23657 0.34967 -0.44042
S -0.15962 1.90594 0.50424
N -1.31876 -0.49093 0.02986
O -1.68276 -0.31598 1.20114
O -1.73411 -1.38482 -0.70808
H 1.86775 0.59364 -0.03901
H 1.61371 -1.02857 -0.99454
H 1.20967 -0.97111 0.67585
H -0.28392 0.61868 -1.50721
H -0.56648 1.17354 1.51336
*
```

Output
Relative energy (zero: lowest compared OMol25 entry of this formula, charge and spin) = 419.7 kJ/mol
Electronic energy = -682.47974 Eh
Structure (SMILES) = C[C@H](S)[N+](=O)[O-]
Highest occupied orbital energy = -0.3547 Eh

=====

No. 5
Density functional theory data (ωB97M-V/def2-TZVPD) for the molecule C2H5NO2Se.

```
! RIJCOSX wB97M-V def2-TZVPD def2/J DEFGRID3
* xyz 0 1
N -0.14276 0.30141 -1.61225
C 0.29684 0.68380 -0.40610
Se 0.49581 2.36628 0.17260
C 0.40738 -0.45830 0.60046
O -0.43299 -1.51039 0.22145
O 0.29634 -0.11084 1.90112
H -0.67949 -0.50171 -1.64140
H -0.12052 0.80305 -2.45494
H 1.32691 -0.88750 0.37186
H -1.19005 -1.45208 0.86567
H -0.25747 0.76627 1.98151
*
```

Output
Relative energy (zero: lowest compared OMol25 entry of this formula, charge and spin) = 27.5 kJ/mol
Electronic energy = -2685.84380 Eh
Structure (SMILES) = NC(=[Se])C(O)O
Highest occupied orbital energy = -0.3072 Eh

=====

No. 6
Density functional theory data (ωB97M-V/def2-TZVPD) for a cluster of 2 separate species, C2H5NO3 in total.

```
! RIJCOSX wB97M-V def2-TZVPD def2/J DEFGRID3
* xyz 0 1
O -1.47998 1.22648 0.57390
C -0.34288 1.20883 -0.05709
C 0.81486 1.25994 -0.43922
O 2.01696 1.80714 -0.56583
H -2.18469 0.58028 0.41704
H 2.17293 2.18073 -1.43926
N -0.41648 -1.92702 0.84282
O -0.85192 -1.22416 -0.31070
H 0.16035 -1.31521 1.42191
H 0.22383 -2.64771 0.50880
H -0.11297 -1.14932 -0.95238
*
```

Output
Relative energy (zero: lowest compared OMol25 entry of this formula, charge and spin) = 594.6 kJ/mol
Electronic energy = -359.48284 Eh
Structure (SMILES) = OC#CO.NO
Highest occupied orbital energy = -0.3180 Eh

=====

No. 7
Density functional theory data (ωB97M-V/def2-TZVPD) for a cluster of 2 separate species, C2H5NO3 in total.

```
! RIJCOSX wB97M-V def2-TZVPD def2/J DEFGRID3
* xyz 0 1
C -1.20290 0.46507 0.08499
C 0.18779 -0.24494 0.01143
H -1.68071 -1.40417 -0.76625
H -1.34503 1.08220 1.08016
H -0.90060 1.34382 -0.60165
H 1.22461 1.50161 0.06952
H 1.81362 -1.01045 0.93431
N 1.15007 0.50522 -0.29859
O -2.05535 -0.52190 -0.29735
O 0.41098 -1.41577 0.03859
O 2.39752 -0.30070 -0.25515
*
```

Output
Relative energy (zero: lowest compared OMol25 entry of this formula, charge and spin) = 641.2 kJ/mol
Electronic energy = -359.46511 Eh
Highest occupied orbital energy = -0.3760 Eh

=====

No. 8
Density functional theory data (ωB97M-V/def2-TZVPD) for a cluster of 2 separate species, C2H5NO3 in total.

```
! RIJCOSX wB97M-V def2-TZVPD def2/J DEFGRID3
* xyz 0 1
C 1.61190 -0.21492 -0.10667
N 0.84618 -1.12801 0.27263
C 0.27951 -1.64427 1.33504
O 0.31446 -2.81448 1.60587
O -0.55002 -0.79051 1.95596
H 1.57590 0.06821 -1.12902
H 2.47345 0.10231 0.53091
H -1.07199 -1.37673 2.50630
O -0.75695 0.77937 -1.61364
H -0.64442 0.19975 -2.39111
H -1.65388 0.60586 -1.30528
*
```

Output
Relative energy (zero: lowest compared OMol25 entry of this formula, charge and spin) = 145.1 kJ/mol
Electronic energy = -359.65407 Eh
Structure (SMILES) = C=NC(=O)O.O
Highest occupied orbital energy = -0.3636 Eh